i) DFT (ωB97M-V with the def2-TZVPD basis set) results for a cluster of 2 separate species, C3H4OS in total.

Atoms and positions in Å:
C  -1.200  1.039  -1.695
C  0.126  1.142  -1.635
C  -0.507  -0.179  0.410
O  -2.335  1.070  -1.807
S  0.032  2.845  -1.266
H  0.962  0.519  -1.875
H  -0.774  -1.046  -0.245
H  -1.300  0.530  0.652
H  0.443  0.086  0.958

Output
E_HOMO (spin up / spin down): -8.3310 / -8.3305 eV
LUMO (spin up / spin down): -0.065 / -1.264 eV
frontier orbital gap (spin up / spin down): 0.3038 / 0.2597 Ha

ii) DFT (ωB97M-V with the def2-TZVPD basis set) results for a cluster of 2 separate species, C3H4OS in total.

Atoms and positions in Å:
C  -0.279  -2.231  1.120
C  -0.983  -1.398  0.612
S  -2.247  -0.408  -0.069
H  0.254  -3.010  1.611
H  -1.308  0.545  -0.339
C  1.184  1.626  -0.756
O  1.083  0.513  -0.250
H  2.093  2.073  -1.100
H  0.202  2.288  -0.829

Output
E_HOMO: -8.8756 eV
SMILES: C#CS.C=O
LUMO: 0.460 eV
frontier orbital gap: 0.3431 Ha

Which structure is most stable? ii), by 21.4 kcal/mol over the runner-up.

i) DFT (ωB97M-V with the def2-TZVPD basis set) results for the molecule C3H4OS.

Atoms and positions in Å:
C  -1.071  0.000  -0.324
C  0.168  0.170  0.485
S  1.515  1.297  -0.053
C  1.375  -0.422  0.099
O  2.010  -1.480  -0.149
H  -1.431  -0.942  -0.010
H  -0.701  0.088  -1.278
H  -1.828  0.782  -0.244
H  -0.038  0.507  1.474

Output
E_HOMO: -9.8705 eV
SMILES: C[C@@H]1SC1=O
LUMO: 0.381 eV
frontier orbital gap: 0.3767 Ha

ii) DFT (ωB97M-V with the def2-TZVPD basis set) results for a cluster of 2 separate species, C3H4OS in total.

Atoms and positions in Å:
C  -3.191  -1.481  1.423
C  -2.621  -0.975  0.360
O  -2.188  -0.477  -0.608
H  -3.626  -0.866  2.059
H  -3.045  -2.579  1.678
C  3.965  -0.664  -1.237
S  2.430  -0.864  -0.861
H  4.305  0.284  -1.719
H  4.862  -1.314  -0.995

Output
E_HOMO: -8.8610 eV
SMILES: C=C=O.C=S
LUMO: -0.310 eV
frontier orbital gap: 0.3143 Ha

iii) DFT (ωB97M-V with the def2-TZVPD basis set) results for the molecule C3H4OS.

Atoms and positions in Å:
S  1.830  0.004  0.091
C  0.152  0.023  -0.301
C  -0.996  1.047  -0.021
C  -1.895  -0.220  0.273
O  -0.712  -0.916  -0.230
H  -1.517  1.433  -1.118
H  -0.959  1.761  0.743
H  -2.789  -0.326  -0.318
H  -1.892  -0.706  1.369

Output
E_HOMO: -8.7158 eV
SMILES: S=C1CCO1
LUMO: 0.180 eV
frontier orbital gap: 0.3269 Ha

iv) DFT (ωB97M-V with the def2-TZVPD basis set) results for a structure of composition C3H4OS.

Atoms and positions in Å:
C  -1.749  -0.342  -0.406
C  -0.489  -0.242  0.441
C  1.834  0.205  -0.121
H  -2.461  0.678  0.079
H  -2.258  -1.198  -1.107
H  -0.374  0.607  1.473
H  1.470  1.568  -0.570
O  0.743  -0.891  0.281
S  3.284  -0.385  -0.070

Output
E_HOMO: -9.1366 eV
LUMO: -0.440 eV
frontier orbital gap: 0.3196 Ha

Which structure is most stable? i), by 21.1 kcal/mol over the runner-up.

i) DFT (ωB97M-V with the def2-TZVPD basis set) results for the molecule C6H7N3O.

Atoms and positions in Å:
N  2.129  0.403  2.760
C  1.281  0.781  1.714
O  0.991  1.876  1.517
N  0.715  -0.341  1.056
C  -0.085  -0.208  -0.078
C  -1.148  -1.029  -0.309
C  -1.890  -0.933  -1.524
C  -1.519  -0.040  -2.342
C  -0.414  0.772  -2.079
N  0.291  0.728  -0.980
H  2.875  1.109  3.401
H  2.659  -0.603  2.719
H  0.391  -1.159  1.574
H  -1.468  -1.943  0.433
H  -2.702  -1.533  -1.629
H  -1.984  0.399  -3.290
H  -0.123  1.721  -2.942

Output
E_HOMO: -8.7869 eV
SMILES: NC(=O)Nc1ccccn1
LUMO: 0.759 eV
frontier orbital gap: 0.3508 Ha

ii) DFT (ωB97M-V with the def2-TZVPD basis set) results for the molecule C6H7N3O.

Atoms and positions in Å:
C  -1.623  1.381  2.226
C  -1.592  0.970  0.882
C  0.260  0.315  1.829
C  1.406  0.069  -0.702
C  -0.031  -0.443  -0.562
C  1.481  -0.319  2.102
N  -0.412  1.008  2.754
N  2.552  -0.433  2.572
N  -0.487  0.239  0.649
O  3.514  -0.728  3.139
H  -2.200  2.118  2.868
H  -2.376  1.010  0.060
H  1.908  -0.464  -1.565
H  1.485  1.125  -1.065
H  -0.634  -0.313  -1.386
H  0.036  -1.477  -0.244
H  1.878  0.029  0.319

Output
E_HOMO: -8.4067 eV
LUMO: 0.535 eV
frontier orbital gap: 0.3286 Ha

iii) DFT (ωB97M-V with the def2-TZVPD basis set) results for the molecule C6H7N3O.

Atoms and positions in Å:
C  -1.830  -2.412  1.336
C  -0.528  -1.587  1.159
O  0.464  -1.777  1.714
N  -0.694  -0.570  0.161
C  0.158  0.292  -0.277
N  -0.339  1.149  -1.286
C  0.426  2.039  -1.711
C  1.736  2.301  -1.376
C  2.171  1.346  -0.343
N  1.402  0.434  0.154
H  -2.232  -2.831  0.662
H  -1.646  -3.280  2.237
H  -2.646  -1.886  1.792
H  -1.760  -0.340  -0.283
H  0.000  2.744  -2.247
H  2.349  3.047  -1.805
H  2.967  1.332  0.113

Output
E_HOMO: -8.7779 eV
SMILES: CC(=O)Nc1ncccn1
LUMO: 0.715 eV
frontier orbital gap: 0.3488 Ha

Which structure is most stable? i), by 30.8 kcal/mol over the runner-up.

i) DFT (ωB97M-V with the def2-TZVPD basis set) results for a structure of composition H24HeO12.

Atoms and positions in Å:
He  0.547  0.096  0.837
O  -3.598  -0.655  2.079
H  -3.489  -0.884  3.002
H  -2.890  -1.118  1.632
O  -3.030  1.875  0.788
H  -3.086  1.121  1.374
H  -2.363  1.631  0.145
O  -1.587  -1.751  0.416
H  -0.711  -1.690  0.797
H  -1.801  -2.683  0.456
O  -0.776  1.654  -0.963
H  -0.063  1.955  -0.401
H  -1.061  2.439  -1.431
O  1.433  -2.046  -0.892
H  1.769  -1.836  -1.764
H  1.955  -1.506  -0.298
O  0.843  -2.035  2.582
H  0.326  -1.608  3.264
H  1.695  -1.601  2.619
O  3.505  -0.978  0.747
H  3.557  -1.934  0.774
H  4.258  -0.682  1.259
O  3.132  1.584  -0.313
H  2.587  2.162  0.221
H  3.167  0.764  0.181
O  -0.632  -1.741  -3.217
H  -1.525  -1.422  -3.093
H  -0.251  -1.736  -2.339
O  -2.948  -0.905  -1.876
H  -3.490  -0.135  -1.705
H  -2.503  -1.074  -1.046
O  1.051  2.996  0.945
H  1.088  3.692  0.289
H  1.091  3.455  1.784
O  1.269  1.493  -2.673
H  0.531  1.367  -2.076
H  1.999  1.737  -2.104

Output
E_HOMO: -9.9569 eV
LUMO: -0.427 eV
frontier orbital gap: 0.3502 Ha

ii) DFT (ωB97M-V with the def2-TZVPD basis set) results for a structure of composition H24HeO12.

Atoms and positions in Å:
He  -6.703  -0.521  25.717
O  -9.308  -1.747  25.752
H  -8.801  -1.351  26.461
H  -9.926  -2.328  26.195
O  -5.318  1.602  23.233
H  -5.847  0.818  23.087
H  -4.696  1.611  22.505
O  -5.295  1.185  26.908
H  -4.820  0.354  26.888
H  -5.496  1.324  27.833
O  -6.712  -0.752  22.960
H  -7.015  -1.349  23.643
H  -7.001  -1.156  22.142
O  -4.250  -1.634  22.013
H  -3.862  -2.213  22.670
H  -5.054  -1.313  22.422
O  -3.230  -0.567  24.901
H  -3.030  -0.519  25.836
H  -4.100  -0.175  24.822
O  -9.558  -3.009  23.247
H  -9.513  -2.614  24.117
H  -10.483  -2.956  23.006
O  -6.116  -3.204  24.888
H  -5.352  -3.643  24.515
H  -6.766  -3.899  24.992
O  -6.888  3.500  26.182
H  -6.505  2.629  26.292
H  -6.910  3.635  25.235
O  -7.355  -3.649  27.830
H  -7.726  -2.767  27.807
H  -7.850  -4.135  27.170
O  -8.833  -1.175  28.546
H  -8.812  -0.284  28.894
H  -9.393  -1.657  29.154
O  -4.688  -2.001  27.036
H  -5.252  -1.945  27.807
H  -5.261  -2.330  26.343

Output
E_HOMO: -10.6023 eV
LUMO: -0.455 eV
frontier orbital gap: 0.3729 Ha

Which structure is most stable? i), by 3.8 kcal/mol over the runner-up.

i) DFT (ωB97M-V with the def2-TZVPD basis set) results for the molecule CH4ClO2P.

Atoms and positions in Å:
O  -0.900  -1.517  1.626
P  -1.041  -0.026  0.805
O  0.448  -0.415  -0.333
C  0.968  0.670  -0.888
Cl  -0.355  1.635  -1.705
H  -0.744  -1.570  2.566
H  -1.741  -0.572  -0.173
H  1.655  1.391  -0.267
H  1.710  0.403  -1.631

Output
E_HOMO: -9.8110 eV
SMILES: OPOCCl
LUMO: 0.440 eV
frontier orbital gap: 0.3767 Ha

ii) DFT (ωB97M-V with the def2-TZVPD basis set) results for a cluster of 2 separate species, CH4ClO2P in total.

Atoms and positions in Å:
O  0.634  -0.529  0.827
P  0.886  -1.644  -0.424
Cl  -0.906  -2.365  -0.813
H  0.915  -0.769  1.778
H  0.983  -0.774  -1.585
C  -0.630  1.506  0.082
O  -0.479  0.785  -0.846
H  0.038  2.395  0.168
H  -1.441  1.394  0.812

Output
E_HOMO: -8.9259 eV
SMILES: OPCl.C=O
LUMO: 0.625 eV
frontier orbital gap: 0.3510 Ha

Which structure is most stable? i), by 1.7 kcal/mol over the runner-up.

i) DFT (ωB97M-V with the def2-TZVPD basis set) results for a structure of composition H5N4O.

Atoms and positions in Å:
N  -1.259  0.616  -0.695
N  1.261  -1.001  0.894
N  -0.290  0.457  0.295
N  0.127  -0.783  0.288
O  -0.536  -1.679  -0.307
H  -2.176  0.588  -0.229
H  -1.051  -0.264  -1.213
H  1.403  -2.056  0.797
H  1.511  2.367  0.150
H  1.009  1.754  0.021

Output
E_HOMO: -2.8192 eV
LUMO: 4.941 eV
frontier orbital gap: 0.2852 Ha
net charge: -1

ii) DFT (ωB97M-V with the def2-TZVPD basis set) results for a cluster of 2 separate species, H5N4O in total.

Atoms and positions in Å:
N  -1.385  -1.050  -1.320
N  1.920  0.041  -0.271
N  0.296  0.759  1.110
N  0.772  0.163  0.151
O  1.033  1.340  2.046
H  -1.860  -1.667  -0.617
H  -0.633  -0.526  -0.763
H  -2.083  -0.278  -1.684
H  2.722  0.464  0.231
H  -0.782  0.753  1.118

Output
E_HOMO: -2.3826 eV
LUMO: 4.408 eV
frontier orbital gap: 0.2496 Ha
net charge: -1

Which structure is most stable? ii), by 23.3 kcal/mol over the runner-up.

i) DFT (ωB97M-V with the def2-TZVPD basis set) results for a cluster of 2 separate species, C3H2BrCl3 in total.

Atoms and positions in Å:
Cl  2.299  0.477  1.255
C  1.081  0.727  0.178
C  0.575  1.555  -0.777
Cl  0.205  3.067  -1.348
C  -0.071  0.267  -0.575
Cl  -1.675  0.148  0.244
H  0.032  -0.619  -1.145
Br  -0.917  -3.301  0.802
H  -1.529  -2.321  1.365

Output
E_HOMO: -9.5540 eV
SMILES: ClC1=C(Cl)C1Cl.Br
LUMO: 0.301 eV
frontier orbital gap: 0.3622 Ha

ii) DFT (ωB97M-V with the def2-TZVPD basis set) results for a structure of composition C3H2BrCl3.

Atoms and positions in Å:
C  -0.389  0.245  -0.437
C  -0.901  0.087  1.497
C  0.830  -0.327  -0.990
Cl  -2.095  1.086  2.061
Cl  0.442  -0.229  2.455
Cl  2.255  0.510  -0.278
Br  -1.963  0.140  -1.400
H  0.840  -0.109  -2.068
H  0.980  -1.402  -0.841

Output
E_HOMO (spin up / spin down): -8.4602 / -8.6781 eV
LUMO (spin up / spin down): -0.808 / -0.637 eV
frontier orbital gap (spin up / spin down): 0.2812 / 0.2955 Ha

iii) DFT (ωB97M-V with the def2-TZVPD basis set) results for a structure of composition C3H2BrCl3.

Atoms and positions in Å:
C  -0.558  -0.004  -0.739
C  0.826  0.290  -0.185
C  -0.320  0.071  0.719
Cl  -0.834  -1.517  -1.557
Cl  1.493  1.902  -0.345
Cl  -1.010  1.122  1.821
Br  -0.052  -2.186  1.747
H  -1.130  0.801  -1.190
H  1.585  -0.477  -0.270

Output
E_HOMO: -10.1950 eV
LUMO: -1.915 eV
frontier orbital gap: 0.3043 Ha

Which structure is most stable? iii), by 15.8 kcal/mol over the runner-up.